# 1
The following is a DFT calculation (wB97M-V/def2-TZVPD) of 3 unconnected molecules or ions with the total composition C34H63FN4O8P3S in a non-equilibrium geometry.

Cartesian coordinates (Å):
H1 -0.559 1.706 -3.802
H2 -2.092 8.768 -2.270
C1 0.365 -5.587 -3.921
H3 -1.273 1.117 1.628
H4 0.659 2.068 5.002
C2 -0.733 7.324 -1.503
H5 -2.499 -6.386 -5.422
H6 -0.853 0.445 9.656
H7 4.372 1.122 6.664
H8 0.598 7.029 -5.138
H9 1.021 -6.218 -4.519
H10 -2.519 -7.065 -0.885
C3 -2.100 -8.261 -2.619
H11 3.285 -0.419 5.310
H12 -2.612 -8.638 -3.509
O1 0.979 6.008 0.372
C4 -0.794 -7.577 -3.007
H13 -3.447 -4.792 -0.794
C5 -3.987 -4.999 -1.715
C6 -2.992 -7.292 -1.846
H14 1.182 2.120 -0.246
C7 2.087 -1.180 -0.537
C8 1.495 1.515 9.350
H15 -4.154 -4.055 -2.237
C9 0.304 6.432 -1.815
C10 0.871 5.622 -0.730
N1 -1.966 -5.381 -3.082
C11 2.231 1.246 6.220
H16 -1.734 -1.202 -4.582
H17 4.035 1.581 -2.210
H18 -0.226 0.298 -0.467
C12 -0.990 -6.274 -3.787
C13 0.532 0.575 -2.404
C14 0.371 3.484 -1.620
N2 1.411 0.366 7.105
O2 -1.383 -0.444 -4.098
C15 0.820 3.098 -3.052
H19 0.872 1.737 10.216
C16 0.606 1.018 8.192
H20 -1.086 -0.361 8.112
C17 -0.194 2.198 7.640
H21 3.015 -1.741 -0.526
H22 -4.958 -5.410 -1.443
O3 0.645 -0.383 6.383
H23 0.026 3.947 6.403
H24 -3.951 -7.166 -4.354
C18 -1.445 -6.560 -5.242
C19 -0.332 -0.008 8.813
H25 1.922 0.159 4.348
H26 -1.973 2.080 -1.943
C20 1.400 2.430 5.725
H27 -0.998 1.824 6.998
H28 -0.929 -5.905 -5.945
O4 -1.385 -4.781 -2.095
H29 3.749 2.767 6.685
H30 -0.175 -8.254 -3.598
P1 1.379 1.310 -5.082
C21 0.491 1.675 -3.500
H31 -2.300 0.983 -0.776
O5 1.307 4.331 -1.017
H32 -1.287 8.569 -4.629
C22 2.733 0.470 5.008
H33 0.258 2.153 -6.761
H34 0.204 0.043 -6.397
C23 0.665 3.174 6.836
H35 3.919 0.989 -0.571
O6 0.749 2.489 -6.003
H36 -3.949 -7.764 -1.617
H37 0.850 -5.429 -2.957
C24 -0.537 2.807 0.532
H38 -1.886 -9.131 -1.998
H39 3.405 1.112 4.436
O7 0.559 -2.058 -3.491
S1 3.280 1.370 -5.078
H40 -5.216 -6.475 -3.382
H41 1.279 -1.877 -0.719
H42 -0.606 3.956 -1.666
H43 2.036 2.433 9.128
H44 0.441 -2.863 -2.965
H45 0.272 -4.623 -4.424
H46 -0.158 3.770 0.854
C25 -0.305 1.077 -1.215
H47 1.989 -0.703 0.437
H48 2.211 0.749 9.649
F1 2.144 3.408 -3.169
H49 3.467 1.669 8.024
H50 2.878 2.298 -1.127
C26 0.209 7.131 -4.141
C27 -3.254 -5.993 -2.608
H51 1.582 5.686 -3.360
C28 -0.455 1.830 1.696
H52 1.378 3.694 7.480
C29 -4.218 -6.285 -3.775
C30 0.771 6.358 -3.129
N3 -1.705 1.176 -1.572
H53 -1.564 2.975 0.241
C31 -0.845 7.993 -3.834
H54 0.452 1.232 1.674
H55 -1.077 7.411 -0.486
C32 3.339 1.355 -1.414
C33 -1.293 8.088 -2.520
H56 0.224 -0.871 9.183
H57 -0.676 2.718 8.470
H58 -0.568 2.327 2.648
H59 0.284 3.767 -3.720
H60 -1.227 -7.588 -5.531
P2 -0.481 -0.988 -2.854
H61 2.044 3.123 5.180
N4 0.268 2.349 -0.647
H62 -0.228 -7.366 -2.094
P3 2.244 -0.019 -1.958
H63 -4.288 -5.430 -4.449
O8 0.792 -0.065 -5.642
C34 3.514 1.734 6.943

Computed properties:
2S+1: 3
Orbital gap (alpha / beta) (eV): 7.6721 / 7.7917
Charge: +1
Energy (eV): -100032.39620
LUMO energy (alpha / beta) (hartree): -0.0866 / -0.0866
HOMO level (alpha / beta) (eV): -10.03 / -10.15


# 2
The following is a DFT calculation (wB97M-V/def2-TZVPD) of a molecular structure, C34H64BN10O4STb in a non-equilibrium geometry.

Cartesian coordinates (Å):
H1 3.321 -1.694 -1.802
H2 0.679 0.813 3.356
C1 -2.906 -2.047 -4.063
C2 -2.186 -4.390 -3.436
H3 -2.994 -1.183 0.460
H4 2.802 1.818 3.930
H5 0.528 3.171 0.092
H6 -0.030 2.944 2.261
C3 -3.259 2.984 1.470
N1 -1.902 2.457 1.491
H7 -3.201 -4.774 -3.347
H8 -3.863 -3.010 -1.724
H9 2.755 -0.949 -4.932
C4 -1.134 1.892 3.757
C5 1.764 -3.732 -0.191
H10 -4.080 -2.510 2.827
H11 5.407 0.151 3.534
C6 2.430 2.588 -1.721
C7 -2.149 -2.905 -3.038
C8 3.316 -0.089 2.998
H12 5.041 -1.398 2.763
H13 -1.846 0.110 2.145
N2 2.225 -0.247 0.762
Tb1 -0.214 0.354 -0.493
C9 -4.257 2.134 2.259
C10 3.010 4.991 -1.450
N3 1.199 -1.574 -2.516
H14 5.299 -0.523 -2.286
H15 3.903 1.965 2.572
H16 2.471 -3.891 -1.005
H17 3.377 5.092 -2.468
H18 -1.496 2.703 0.590
H19 2.213 1.636 2.266
H20 -5.277 2.489 2.016
H21 -1.048 -2.250 0.563
H22 -6.192 0.499 1.934
H23 3.502 -0.174 5.143
H24 4.674 -0.248 -3.916
C11 -5.271 -0.053 2.203
C12 -0.854 -1.575 2.591
H25 -3.959 -2.324 -4.097
H26 -2.319 -3.375 -0.945
H27 -5.316 -0.236 3.284
C13 -1.070 2.887 2.598
C14 3.649 2.335 -2.354
C15 2.573 -1.962 -4.580
H28 -1.540 -4.970 -2.779
H29 -0.690 2.349 4.644
H30 0.170 -1.957 2.660
N4 -2.901 -1.636 1.357
N5 -0.054 -1.826 -2.043
O1 -1.302 2.365 -1.201
O2 -0.996 0.600 -2.716
H31 3.836 4.703 -0.804
H32 -3.576 2.989 0.424
O3 -3.215 1.702 -2.621
H33 -1.762 -3.362 1.787
S1 -2.045 1.278 -1.921
H34 -2.175 1.667 3.975
H35 -5.320 -1.188 0.376
H36 5.105 0.066 1.785
O4 -2.357 0.303 -0.801
H37 -2.491 -2.173 -5.061
N6 2.652 0.434 -1.854
C16 0.122 -2.584 -4.144
H38 -0.073 3.645 -2.232
H39 -4.122 2.276 3.338
C17 2.949 -0.686 4.360
N7 -0.845 -0.138 2.278
H40 -4.265 -3.258 1.222
H41 -1.859 -4.531 -4.462
H42 -3.833 0.671 0.945
C18 -1.637 -2.309 1.501
H43 0.961 4.873 0.356
H44 1.833 -4.560 0.510
H45 5.715 0.960 -3.158
C19 1.325 -2.028 -3.779
H46 3.215 -1.739 4.388
H47 -2.824 -0.995 -3.787
H48 -0.116 -3.040 -5.085
C20 1.886 3.951 -1.375
H49 -1.368 3.883 2.967
C21 -4.116 -2.296 1.751
C22 1.342 3.899 0.055
H50 -2.734 -1.687 -1.394
H51 -0.491 -0.035 4.367
H52 0.763 -3.704 -0.618
C23 -2.809 -2.736 -1.676
C24 -0.718 -2.432 -3.036
H53 4.365 3.046 -2.713
C25 0.763 4.332 -2.347
H54 -3.304 4.019 1.853
H55 2.133 3.596 0.740
N8 1.907 -1.244 -0.118
H56 -6.223 -1.902 1.725
C26 3.037 1.424 2.943
H57 2.632 5.958 -1.126
B1 2.334 -1.053 -1.621
H58 0.419 5.343 -2.135
H59 2.712 -2.963 2.527
C27 4.927 0.232 -2.974
C28 2.613 -0.824 1.891
C29 4.818 -0.332 2.756
N9 1.832 1.428 -1.426
H60 2.483 -2.610 -5.447
N10 -4.084 0.735 1.930
C30 2.492 -2.223 1.783
C31 -5.302 -1.382 1.451
C32 3.760 0.962 -2.412
H61 1.886 -0.598 4.563
C33 2.057 -2.449 0.499
H62 3.426 -2.278 -3.985
C34 -0.381 0.598 3.472
H63 1.107 4.294 -3.378
H64 -1.365 -1.753 3.551

Computed properties:
2S+1: 7
Orbital gap (alpha / beta) (eV): 7.0413 / 8.4357
Energy (eV): -93338.57823
LUMO energy (alpha / beta) (hartree): -0.0328 / 0.0185
HOMO level (alpha / beta) (eV): -7.93 / -7.93


# 3
The following is a DFT calculation (wB97M-V/def2-TZVPD) of a gas-phase ion, C34H64ClN2O6S (charge +1) in a non-equilibrium geometry.

Cartesian coordinates (Å):
C1 0.549 1.076 0.616
C2 -1.671 -2.543 -3.123
C3 0.977 -7.238 2.814
H1 -0.222 -0.841 0.244
O1 -1.495 3.296 1.054
C4 3.293 3.124 0.625
H2 0.488 -7.042 -2.258
C5 -0.312 -4.677 -3.415
H3 -2.288 -4.304 -4.193
C6 0.894 -7.613 4.294
C7 -0.178 4.261 -2.304
H4 -1.086 1.039 2.038
H5 0.097 0.050 3.878
H6 -0.117 -5.484 -4.123
C8 1.740 -2.061 3.837
H7 0.949 -2.166 4.583
H8 -0.296 5.043 2.207
H9 -4.955 1.383 -2.020
C9 -0.228 -8.598 4.600
H10 -0.442 -5.650 3.055
O2 -2.255 3.157 -2.029
H11 4.174 4.384 -0.884
H12 1.845 -8.059 4.592
H13 -0.977 -7.340 -0.243
H14 3.294 -5.090 4.474
O3 -2.894 1.647 -0.506
H15 -0.854 -5.114 0.770
N1 1.023 2.284 0.854
C10 0.156 4.889 0.328
C11 -3.542 0.833 -3.571
H16 1.877 -6.639 2.655
H17 -0.126 -9.491 3.988
H18 -3.396 -1.918 -4.254
H19 3.729 -3.509 5.120
H20 0.020 5.944 0.048
C12 1.199 -1.321 2.617
C13 -1.368 -3.746 -4.014
H21 0.774 2.795 1.695
C14 2.910 -4.106 4.726
C15 0.672 0.079 2.951
N2 -0.676 -0.894 1.205
H22 0.621 -4.122 -3.286
H23 1.080 -8.151 2.227
H24 -1.911 -1.065 -4.669
H25 -1.113 -7.094 2.298
H26 -2.522 -0.238 0.437
C16 -2.868 -0.349 -2.877
H27 3.234 3.858 1.433
H28 -0.886 -4.481 -1.354
Cl1 3.700 1.566 1.416
H29 -0.730 -2.100 -2.785
H30 -1.959 -0.004 -2.375
C17 -0.237 -6.445 2.331
O4 1.137 4.404 -1.868
C18 -2.123 -1.053 1.040
H31 2.174 5.110 -0.307
H32 3.067 -3.339 2.725
O5 0.478 4.788 1.691
H33 1.991 -1.239 1.867
H34 -2.821 1.344 -4.212
H35 5.344 3.568 0.155
H36 -1.202 -8.156 4.406
H37 -0.215 7.566 -3.999
H38 -1.964 4.895 -0.157
H39 -4.460 2.734 -3.081
H40 -0.519 2.441 -1.204
H41 0.194 -2.825 1.357
H42 1.086 6.429 -3.556
H43 4.493 2.663 -1.101
C19 1.912 2.984 -0.044
H44 2.016 2.369 -0.946
H45 0.755 -6.707 4.890
C20 1.372 4.383 -0.473
C21 2.302 -3.441 3.497
H46 -0.131 3.808 -3.299
H47 -3.541 -0.744 -2.111
H48 0.740 -7.605 0.053
C22 -2.491 -1.472 -3.840
H49 2.163 -4.221 5.508
C23 -0.006 -6.845 -0.180
H50 0.904 -5.256 0.943
C24 -0.036 -1.973 1.995
H51 -2.610 -1.050 2.014
H52 1.294 -5.699 -1.455
C25 -0.236 0.413 1.766
C26 4.395 3.456 -0.363
C27 -3.056 2.203 -1.577
C28 -1.169 4.145 -0.018
H53 -0.148 5.962 -4.769
H54 -2.331 -1.998 0.542
H55 1.479 0.798 3.064
C29 -4.125 1.840 -2.559
H56 -1.005 -3.388 -4.980
O6 0.674 0.439 -0.425
H57 -1.664 -5.825 -2.194
C30 0.345 -6.234 -1.538
H58 2.533 -1.456 4.279
C31 -1.016 3.406 -1.360
C32 0.048 6.523 -3.860
H59 -2.186 2.685 0.733
S1 -1.005 5.898 -2.524
H60 -2.226 -2.874 -2.242
C33 -0.723 -5.283 -2.075
H61 -0.194 -8.895 5.645
C34 -0.036 -5.817 0.951
H62 -0.725 -2.290 2.781
H63 -4.357 0.474 -4.200
H64 1.507 -4.076 3.105

Computed properties:
Orbital gap (eV): 9.2946
Charge: +1
Energy above the lowest of the compared OMol25 structures with the same formula, charge and spin (kJ/mol): 29.1
Energy (eV): -74916.46485
LUMO energy (hartree): -0.0663
HOMO level (eV): -11.10


# 4
The following is a DFT calculation (wB97M-V/def2-TZVPD) of 3 unconnected molecules or ions with the total composition C34H65BrF5N4OSi in a non-equilibrium geometry.

Cartesian coordinates (Å):
H1 1.839 -6.978 3.400
C1 0.362 4.093 -5.699
C2 -0.019 1.008 -5.718
H2 -0.344 -0.398 2.158
H3 -1.958 2.237 -0.512
H4 1.194 -3.158 -0.190
C3 1.791 -3.402 0.692
C4 -2.763 4.047 4.496
H5 3.172 -8.055 2.055
C5 3.491 -7.631 1.105
N1 -0.001 -1.417 6.522
F1 1.755 5.832 -4.920
C6 -0.723 -0.450 7.331
C7 2.788 -5.061 2.917
H6 2.167 -2.684 5.220
C8 2.441 -4.767 0.506
F2 1.170 1.123 -1.823
H7 -2.509 3.713 1.153
C9 -3.051 4.212 3.145
H8 -0.775 -3.053 7.527
C10 0.538 1.756 -4.492
H9 -3.866 4.832 2.809
C11 -2.258 2.058 -5.070
C12 1.279 -2.902 8.172
C13 -1.691 3.243 4.901
H10 -1.011 0.374 6.669
C14 -0.913 2.581 3.943
H11 -0.474 4.498 -5.144
H12 -0.700 1.634 -8.069
C15 -1.192 2.721 2.578
H13 -1.831 -0.158 -1.578
H14 -3.873 1.209 -6.008
H15 -2.780 2.405 -9.778
C16 -1.433 1.377 -0.111
H16 1.077 -5.580 4.132
H17 4.732 -6.046 0.364
C17 1.184 3.087 -4.898
H18 0.973 -2.520 9.144
H19 -5.096 1.911 -7.881
H20 -2.198 0.847 0.457
H21 -2.024 0.434 -3.770
H22 -1.664 -0.907 7.650
H23 0.037 -0.565 9.381
H24 0.637 1.286 -6.535
H25 -1.479 3.146 5.954
C18 0.183 -2.733 7.111
H26 1.568 3.478 1.639
H27 4.192 -8.339 0.659
C19 -0.971 0.367 -1.178
H28 -1.875 2.836 -7.588
C20 -2.260 3.550 2.193
H29 3.017 -4.746 -0.423
H30 3.580 -5.289 3.634
H31 -5.215 2.948 -9.276
H32 0.059 3.709 -6.666
C21 -4.525 2.576 -8.528
Br1 -0.464 3.522 -2.469
Si1 -0.176 1.853 1.249
H33 -0.091 1.962 4.268
H34 0.777 3.907 0.159
C22 1.745 -1.772 4.796
H35 2.625 -7.572 0.445
F3 0.446 6.258 -6.568
H36 -1.980 0.285 -6.110
H37 1.129 -0.292 1.245
H38 1.503 -3.962 8.301
F4 0.180 -0.347 -3.049
C23 1.566 -5.939 3.224
H39 0.383 -3.440 6.301
C24 -1.656 1.767 -7.557
C25 -3.414 1.762 -9.167
H40 4.939 -6.356 2.062
H41 -0.575 1.009 8.916
H42 0.850 0.074 5.380
N2 -3.696 1.742 -5.166
C26 1.162 -0.859 5.863
H43 1.963 -0.584 6.568
C27 -1.876 1.505 -3.708
H44 -4.132 3.376 -7.906
C28 1.158 3.060 0.720
H45 1.647 -5.517 0.359
H46 1.124 -3.377 1.555
H47 -2.518 1.927 -2.950
H48 1.999 2.603 0.207
H49 2.553 -1.258 4.273
H50 0.988 -2.050 4.060
H51 -2.150 3.136 -5.159
H52 1.978 2.764 -5.570
H53 -3.376 4.548 5.229
H54 1.018 0.391 2.883
C29 0.499 0.260 1.939
H55 0.995 0.481 8.326
N3 -0.433 1.797 -3.305
H56 0.126 -0.055 -5.564
C30 -0.025 0.751 -2.283
H57 1.721 3.556 -4.082
H58 -0.418 -0.408 -0.651
H59 1.390 1.179 -4.156
C31 -0.016 0.143 8.556
H60 0.827 -5.911 2.422
C32 -1.492 1.258 -6.120
C33 1.211 5.306 -6.010
H61 -4.239 2.588 -5.282
O1 -2.639 1.020 -8.236
H62 2.208 -2.406 7.886
H63 -3.873 1.028 -9.821
C34 4.179 -6.272 1.281
H64 2.549 -2.626 0.819
H65 2.516 -4.023 3.124
N4 3.350 -5.115 1.579
F5 2.183 5.029 -6.867

Computed properties:
Orbital gap (eV): 4.9657
Charge: +1
Energy (eV): -135821.38676
LUMO energy (hartree): -0.1701
HOMO level (eV): -9.60


Which of these has the lowest energy? C34H65BrF5N4OSi


The lowest energy belongs to which entry? C34H65BrF5N4OSi


Which of these has the highest energy? C34H64ClN2O6S


The lowest energy belongs to which entry? C34H65BrF5N4OSi